C46H38ClMnN6P | ωB97M-V with the def2-TZVPD basis set

Geometry as XYZ:
```
93
C46H38ClMnN6P | the OMol25 dataset | ωB97M-V with the def2-TZVPD basis set
C 1.86823 -2.79674 -4.89531
H 3.72231 -3.27863 -1.30802
C 4.02564 -0.60360 0.23467
H -0.90272 5.20430 -0.65835
H -4.59353 5.41647 0.28442
C 1.65146 2.49551 -1.04494
H -1.43878 0.29293 -3.27577
C 3.33150 -0.79617 1.55475
H -0.59696 2.14644 1.99246
C 1.96244 3.82672 -1.22795
C -4.20354 2.67744 0.27174
C -0.00295 -1.30282 -4.84314
H 0.38929 -5.50746 2.37417
C 0.29071 -0.94461 -3.52695
C -2.91530 -0.85364 -0.23835
C 4.03642 -0.34424 -2.16920
C 2.04246 -3.86351 -0.11270
H 2.78015 -4.63802 -1.97558
C 1.34927 -1.59351 -2.86595
C 2.15363 -2.48329 -3.57973
C -0.45633 1.15573 2.39077
H -6.66526 6.58477 0.86402
C 0.68720 -4.68922 1.73315
H 3.02938 -2.91416 -3.12707
H -0.55646 -3.23218 2.71005
H 2.12659 -5.84866 0.66975
C 0.45832 -0.31808 4.12292
Mn -0.36450 0.25312 -0.83805
C -2.99485 3.32051 -0.02989
H 2.40859 2.65131 5.63901
C 0.76942 -2.22612 -5.52194
H 5.92177 -0.31207 1.17348
N -1.71651 -1.23826 -0.77254
C -7.74819 3.56141 1.22181
N -7.75632 4.88655 1.20923
C 6.07984 -0.09415 -0.94678
Cl 1.20431 3.54082 3.26169
C -1.86806 2.58296 -0.33400
P 1.57113 -1.11343 -1.10328
H 5.90919 0.15970 -3.07122
H 0.11230 1.12348 -3.21521
H 3.23687 -1.85543 1.79743
H -4.79475 -1.51819 0.58725
H 1.15197 -1.44669 5.78995
H -8.68235 3.08127 1.48690
H -0.74541 -2.82940 -1.67969
C 1.15780 -0.48808 5.28972
C -5.46025 4.83346 0.55762
C 3.34793 -0.66432 -0.99515
H 2.41172 1.72928 -1.13004
C -3.05389 0.58362 -0.07609
H -6.72062 1.72728 0.95151
C -3.89279 -1.80329 0.05933
C 0.50284 -2.42076 1.03432
C -4.19861 1.27489 0.26321
C 1.40409 -2.61896 -0.02089
N 0.40523 2.09190 -0.75758
H 3.89924 -0.32104 2.35348
N -1.90848 1.23139 -0.38221
C 5.39233 -0.07020 -2.14956
C 5.39146 -0.33647 0.22966
C -0.17211 4.41428 -0.78010
H 0.53954 -2.47079 -6.54986
C -6.62892 2.80221 0.92169
C 1.86378 1.82031 5.21250
C -6.63166 5.50206 0.87601
H -2.92343 4.39674 -0.02010
C -2.67083 -3.41303 -0.93998
C 0.38410 0.94687 3.47174
C 1.64748 -4.88131 0.75879
H -0.08557 -1.14268 3.68107
C -0.53165 3.07749 -0.61895
N 1.05096 4.79204 -1.09146
C 1.16051 1.99994 4.04326
H 0.08131 -1.42984 1.16951
H -2.61018 -4.43781 -1.27944
H 3.50562 -0.31775 -3.11078
C 3.16150 -4.17829 -1.06314
H 3.84905 -4.88551 -0.60130
H 2.51131 -3.47783 -5.43547
H 2.33187 -0.35752 1.54050
N -3.77132 -3.07468 -0.26429
C -0.41397 0.21361 -2.89760
H 2.96478 4.13666 -1.48958
H -5.08523 0.71120 0.50357
C -5.43084 3.43782 0.58634
C 0.14016 -3.42696 1.90471
H -1.10896 0.36263 2.05256
C 1.85666 0.58312 5.84932
H 7.14414 0.09570 -0.92349
C -1.64663 -2.51897 -1.17091
H 2.39683 0.46255 6.77739
H -0.82396 -0.81008 -5.34786
```

Output
Multiplicity: 5
Net charge: +1
M in g mol⁻¹: 796.2
DFT total energy in a.u.: -4056.56147
Orbital gap (spin up / spin down) in eV: 5.1 / 7.0

Computed Mulliken charges, given in elementary charges: -1.04 0.26 0.57 0.41 0.31 -0.14 0.58 -1.37 0.33 -0.75 1.09 -0.92 0.42 0.37 -0.04 -0.61 1.18 0.39 0.16 -0.07 -1.49 0.38 -1.16 0.78 0.56 0.49 0.05 -0.26 -0.70 0.46 -0.83 0.46 0.94 -0.46 -0.60 -0.75 -0.21 -0.15 2.41 0.47 0.50 0.34 0.45 0.42 0.38 0.23 -0.89 -0.52 0.80 0.24 -0.40 0.29 -0.38 0.90 -0.77 -0.18 1.03 0.58 0.85 -1.04 -0.75 -0.40 0.41 -0.51 -0.68 -0.48 0.44 -0.56 0.45 -0.73 0.35 -0.17 -0.62 0.70 -0.66 0.45 0.62 -1.95 0.60 0.46 -0.22 -0.61 -1.67 0.46 0.34 1.02 -0.84 0.47 -0.40 0.41 -0.23 0.41 0.51

=====

C46H39AuCl2N4O3S3 | ωB97M-V with the def2-TZVPD basis set

Geometry as XYZ:
```
98
C46H39AuCl2N4O3S3 | the OMol25 dataset | ωB97M-V with the def2-TZVPD basis set
C -2.00512 -0.61041 2.25903
H 0.15518 2.12242 2.13147
H 3.26071 1.64367 -5.68695
H -1.53248 -3.71723 3.63770
H 0.47488 1.57930 -8.94084
H 5.12001 5.05057 0.57041
H 4.45245 -0.21208 -3.86415
C -0.33684 2.03270 -7.01600
H 5.88090 -4.17595 -3.07406
Au -0.19456 -0.08006 0.03946
C 3.97101 3.28646 0.20316
C 3.17603 5.52579 -0.18314
C 1.19049 -1.21619 -4.86276
C 0.68868 1.70760 -7.89078
H -3.29901 5.45043 1.08821
C 5.15289 -3.39414 -2.91846
C 4.07572 -3.61305 -2.07182
C 4.59993 5.80704 -3.49376
H 3.08243 0.84495 4.28181
C 3.12551 -2.62228 -1.88740
C -1.84322 -2.68775 3.55437
N 0.36614 2.69860 -2.78323
H 6.15161 -1.99811 -4.20148
C 1.95979 5.02495 -0.61956
C -1.03030 -1.09131 -5.76199
H 1.51171 2.88149 3.00440
H 0.36341 1.85989 3.86840
H -3.64518 7.04746 -0.75764
Cl -2.95210 -3.03054 5.96844
H 2.28088 -2.75699 -1.22886
S 0.19537 2.95525 -1.16804
H -2.54963 -0.37175 -4.43557
C -1.50235 -0.60146 -4.55363
H -0.58820 5.06952 -3.02471
C -1.18336 5.18093 -2.13157
C -2.70602 5.37653 0.18986
C -2.54977 -2.10053 4.60388
Cl -2.98280 1.64228 3.34394
C -0.07351 2.22295 -5.66824
H -0.39656 -3.60405 1.59802
C 2.74843 2.77629 -0.20348
O 1.22863 -0.21558 2.10952
H -1.59624 3.65373 0.85620
H 4.75720 2.61090 0.50568
C -0.77789 -2.60523 1.36127
H -2.28473 6.88873 -2.80897
C 3.10042 0.77040 3.19481
C 1.22645 2.07622 -5.22436
C 3.27065 -1.42091 -2.56302
C 2.84292 3.69452 -3.53392
H 2.78630 1.31138 -8.10837
H -0.97318 -0.02084 -2.54289
H 3.33677 6.59171 -0.15382
N -0.31766 1.87791 -0.29575
C 0.89157 1.99545 2.92214
C -2.89419 6.27735 -0.84811
C -2.60841 -0.01587 3.42901
H 2.54356 1.71569 -0.19673
N 2.55146 1.12410 -3.01670
C 4.35707 -1.17373 -3.38397
H 4.44721 2.47867 -2.86620
C 0.70808 -0.70356 -3.67181
H 3.63278 1.64167 2.81776
H 3.62123 -0.13862 2.90835
C 5.30262 -2.17269 -3.55883
C 1.69868 0.75816 2.66869
H -3.41589 -0.28716 5.38561
C 3.28884 6.00812 -3.90079
S 1.68899 2.32278 -3.51338
C -2.13447 6.18267 -2.00558
C 1.98886 1.56114 -7.42687
H 2.23801 -1.45677 -4.96335
H -1.34574 2.14641 -7.37875
H 0.67134 -1.82012 -6.84439
N 1.52064 -0.15284 -0.96826
C 2.40045 4.94600 -3.93089
H -1.71077 -1.23116 -6.58787
H 3.97221 -4.55734 -1.56130
H 1.16546 5.68969 -0.92362
O -0.48265 -2.14535 0.23780
C 5.03504 4.54119 -3.13418
H -0.84897 2.47555 -4.96326
H 2.95993 6.99228 -4.19426
S 1.90927 -0.26179 -2.39307
C -0.62925 -0.40441 -3.49490
C 2.26251 1.74664 -6.08383
C 0.30942 -1.41486 -5.91263
C -1.54209 -1.98003 2.39449
H 5.28790 6.63822 -3.46703
H 6.05839 4.38046 -2.83665
C -2.90729 -0.74654 4.55334
C 4.17790 4.65723 0.22221
C -1.75553 4.37714 0.07376
C 1.76785 3.65580 -0.62581
H 1.38164 5.08161 -4.26034
C -1.00568 4.29060 -1.08799
C 4.15283 3.47519 -3.15137
O -1.93445 0.06294 1.19593
```

Output
Multiplicity: 3
Net charge: +2
M in g mol⁻¹: 1059.9
DFT total energy in a.u.: -4470.85089
Orbital gap (spin up / spin down) in eV: 6.0 / 5.4

Computed Mulliken charges, given in elementary charges: 0.17 -0.40 0.30 0.48 0.47 0.46 0.28 -0.92 0.42 1.37 -1.03 -0.82 -0.61 -0.61 0.46 -0.61 -0.70 -0.69 0.42 -0.63 -1.01 -0.25 0.47 -0.19 -0.67 0.37 0.44 0.42 -0.11 0.53 1.77 0.50 -1.01 0.25 0.04 -0.74 0.39 -0.08 -0.02 0.44 0.18 -0.41 0.18 0.64 -0.41 0.48 -1.41 0.54 0.15 0.81 0.48 0.30 0.48 -0.81 -0.32 -0.65 0.55 0.12 -0.17 -0.18 0.52 0.91 0.32 0.31 -0.77 0.90 0.51 -0.84 1.31 -0.85 -0.83 0.51 0.51 0.49 -0.26 -0.88 0.47 0.44 0.54 -0.60 -0.75 0.57 0.50 1.08 -0.33 -0.92 -0.73 1.18 0.45 0.50 -0.74 -0.93 -0.56 0.50 0.25 0.25 -0.15 -0.76

=====

C46H39Br12N7O14 | ωB97M-V with the def2-TZVPD basis set

Geometry as XYZ:
```
118
C46H39Br12N7O14 | the OMol25 dataset | ωB97M-V with the def2-TZVPD basis set
Br -0.40877 -0.06314 -4.47069
O 1.13180 3.08925 -1.99027
O 0.44528 2.27484 1.08317
C 3.65843 -1.52369 1.75424
H 10.11678 2.58864 0.59057
C 9.16485 2.59057 0.07962
C 8.28903 1.52827 0.30137
C -5.96503 -5.25391 -3.79453
C -0.27533 5.12992 -0.89360
C -1.98561 6.78898 -1.23464
H 0.02724 -3.13575 -0.31699
N -1.90497 -4.56610 -2.80828
H -2.65268 -0.77549 1.82727
C -4.13668 -5.55960 -2.27619
H -3.10205 2.31186 3.45212
C -4.63803 -0.36942 1.74261
H -6.09894 -6.37819 -1.97101
H -0.84801 -0.53613 4.81516
C 5.61688 -1.68221 3.10992
H 0.48036 4.57423 -0.35288
Br 4.79275 -1.86813 -2.08756
C 1.96174 -0.52129 -1.49174
C -1.49187 -0.35392 5.66503
H 5.28975 -2.67118 5.00645
H 2.96977 -3.02298 4.68383
H -3.03480 3.77033 -0.51565
Br -1.85806 -6.74340 2.00212
O 7.63551 -2.15343 4.10988
C 2.87403 -2.18018 2.68000
O 7.60971 -0.66481 2.56998
Br -1.53687 -3.65272 2.76836
C -4.33142 4.08011 3.07222
H 1.99695 -0.11689 -5.09651
C 0.55010 -2.19411 -0.29417
Br -3.31602 -0.72040 5.15488
H -5.55922 -3.84751 -5.40107
H -4.56998 0.43477 2.46281
C 0.64681 0.08665 0.47875
H -3.70997 -5.91747 -1.34557
C -3.83360 -4.33656 -4.29995
N -4.84821 4.25757 4.43198
H -7.06434 -2.15528 0.19484
C 1.58239 0.37859 -0.51769
C -1.46293 5.27126 -3.00897
C 7.09160 1.51390 -0.39458
H 5.67347 -0.97566 1.12722
Br -1.39781 1.52061 6.22144
H 9.49189 4.33405 -1.20645
H 3.21449 -1.30099 0.79278
O 5.43035 2.86509 -3.04518
H 6.34291 0.74252 -0.25463
N 0.24099 1.11793 1.39770
C 7.64828 3.54714 -1.59308
H 2.02895 1.36516 -0.55349
N 5.41293 2.54535 -1.87264
H -5.14812 5.95358 2.45069
H 5.86810 -4.05020 -2.81573
Br -0.87220 -1.51700 7.08894
C -3.40531 3.82403 0.50251
O -0.34021 0.79140 2.41959
C -3.54246 -1.02492 1.25856
O -1.61889 -4.47154 -1.61633
H 7.37412 4.34479 -2.26343
C 3.52527 -2.59991 3.85510
C 5.02893 -1.30795 1.92983
O -1.14630 -4.25093 -3.69962
C -3.52155 3.01850 2.74876
C 1.46634 -1.81167 -1.26757
C -0.92524 6.26953 -0.48089
H -2.88650 -2.63157 -0.08715
H -4.16166 5.75008 0.11205
H -2.42636 2.01750 1.19326
C -5.44547 -5.82080 -2.62554
N -7.07566 -0.18340 2.00285
N 0.17615 3.44507 -2.63684
C -3.29678 -4.83518 -3.12573
C -4.07846 4.99706 0.88105
H -1.17763 -4.83299 0.54428
H 8.52915 0.72743 0.98445
H -7.01853 -5.26972 -4.05073
C -3.00374 2.89298 1.44755
C 4.96196 -3.81685 -2.27603
C 0.14497 -1.20554 0.58217
Br 1.06501 -5.40049 1.66452
C 8.85841 3.49599 -0.93018
C 6.73209 2.55394 -1.21664
H -0.60150 -1.33473 1.34954
H -3.12681 6.65245 -3.02487
H -5.10713 -3.33404 -0.66989
C -4.55500 5.09338 2.16907
H -3.23883 -3.68080 -4.92676
C -6.07344 -1.78440 0.42905
Br 1.05777 1.25377 -6.98145
O -4.99092 5.41599 4.79704
C 1.09699 -0.21275 -5.68705
O -0.21222 2.95022 -3.67386
C -0.45962 4.72255 -2.21445
O -6.91751 0.62434 2.90247
C -3.70856 -2.07253 0.34476
O -4.99292 3.32547 5.20046
C 4.84127 -2.30480 4.09167
N 7.06022 -1.49766 3.26922
C -2.25978 6.28140 -2.49427
H -1.57771 4.88860 -4.01339
H 1.80081 -2.60615 -1.93233
O 4.45798 2.01817 -1.34213
Br 3.51894 -4.58766 -3.35952
C -0.89701 -5.08373 1.55891
H -2.65824 7.52595 -0.81624
C -5.93094 -0.73018 1.30663
H 2.56629 -0.18054 -2.31326
H -0.84061 6.82533 0.44578
Br 4.84057 -4.53243 -0.48326
H 1.91462 -2.61682 2.44111
Br 1.30853 -1.93593 -6.56676
C -4.98766 -2.49045 -0.00270
C -5.18063 -4.46504 -4.59923
O -8.17116 -0.64526 1.73360
```

Output
Multiplicity: 1
Energy relative to the best compared isomer or geometry (same formula, charge and spin) in kcal/mol: 26.3
Net charge: 0
M in g mol⁻¹: 1872.7
DFT total energy in a.u.: -34100.36657
Orbital gap in eV: 8.6

Mulliken atomic charge list, values in e, 99 entries: -0.01 -0.54 -0.52 0.47 0.40 -0.75 -0.24 -0.37 -0.13 -0.51 0.37 0.83 0.36 -0.23 0.35 -0.08 0.41 -0.09 0.26 0.47 0.04 -1.82 0.17 0.43 0.44 0.51 -0.07 -0.59 -0.55 -0.60 0.09 -0.04 0.21 -0.55 0.00 0.39 0.70 -0.71 0.41 -0.30 0.97 0.46 -0.03 -0.42 0.19 0.16 -0.06 0.31 0.25 -0.57 0.03 0.92 -0.78 0.66 0.86 0.46 0.49 -0.05 -1.14 -0.48 -0.60 -0.57 0.42 -0.71 -0.36 -0.56 0.04 -0.65 -0.52 0.62 0.49 0.43 -0.56 1.05 1.12 0.15 -0.63 -0.60 0.49 0.36 0.06 -0.50 1.33 0.02 -0.31 0.39 -0.06 0.38 0.34 -0.34 0.46 -0.44 -0.05 -0.59 -0.16 -0.58 -0.05 -0.60 -0.37

=====

C46H39Cl2N7NdO5SSb | ωB97M-V with the def2-TZVPD basis set

Geometry as XYZ:
```
102
C46H39Cl2N7NdO5SSb | the OMol25 dataset | ωB97M-V with the def2-TZVPD basis set
H 0.47614 6.46781 0.50411
H -4.56229 -5.33039 -0.24522
N 2.71959 2.59383 2.02450
N -0.77766 1.89913 -1.71650
C 1.76885 5.44929 -0.96683
H -0.57600 4.32914 1.07400
H 5.43783 3.33671 4.60161
C -2.08363 2.07603 -1.51836
C -3.45159 0.71916 3.88393
C -1.13730 -1.31756 -2.99221
C 0.89675 3.15026 3.53316
S 1.66059 -1.45136 2.86702
H 4.17683 1.83314 0.79654
C -1.17129 1.93776 -4.08950
H 1.16836 -1.25544 -5.51837
H 2.32340 2.24156 -1.97002
C -1.26306 1.47581 4.55837
C 2.40830 3.11686 3.20087
N 0.23450 2.27389 2.78978
H 4.61090 -4.67096 -0.50719
C 2.59906 -2.67280 1.93637
H -3.21151 -1.73143 -3.29993
H -6.22507 -1.44624 0.39838
C 0.13794 -4.18033 -1.89418
C -4.19364 -1.43641 -0.30113
H 5.99498 2.55728 2.33502
O -3.82806 1.95952 -0.03498
C 0.12187 -1.28317 -3.63809
H 1.01754 -1.24200 -3.05608
C 0.61466 -5.11250 0.64068
H -4.16157 -0.33465 -0.23422
N 0.37168 4.42153 0.77928
O 0.44934 -2.14214 3.29527
H -4.15129 1.20606 1.97477
C 3.51356 -2.85839 -0.24735
H 4.59880 -5.30347 1.92238
C 2.84226 -2.11938 0.67928
H -0.78560 -1.58583 -6.90118
H -0.11606 -3.20646 1.37332
H 3.08400 3.22980 -0.82006
C 4.64258 3.16131 3.89048
C -3.27551 -3.60641 -0.66997
C 3.29313 3.44227 4.14305
C -0.31327 1.82751 -2.96854
N 2.21094 3.00250 -1.30190
C -3.16210 -2.23831 -0.64005
C -2.10815 -1.79721 -5.13473
H -0.77425 1.81648 -5.07848
H -3.27360 2.28712 -4.66526
H -2.97666 -2.10049 -5.70646
C -1.05567 1.82581 3.18879
C 3.97896 2.33609 1.76151
C 0.71612 -5.42715 -1.73143
Cl -4.97387 -0.00713 4.20829
O 0.50919 3.78020 4.50025
C -0.91117 -1.56722 -5.81364
N -1.72418 1.95040 0.84860
H -2.49825 -4.22210 -1.06596
C 0.18073 -1.32086 -5.03622
C -5.57626 -3.38701 0.06460
C -2.64140 1.97445 -0.08953
H 0.03562 -3.76266 -2.91111
C 3.18776 -3.79802 2.42446
H 1.89703 6.38320 -1.49029
C 1.75591 4.23551 -1.90413
C -0.26834 -3.40508 -0.78874
H 0.71909 1.65434 -3.15199
Nd 0.68429 1.67685 0.47749
C -3.33055 1.16986 2.60352
C 4.04467 -4.04865 0.19533
C -3.00077 2.21741 -2.57555
C -2.49607 0.93439 4.88249
C -2.54049 2.17926 -3.84523
H 0.97216 4.57156 1.56773
C -2.21441 -1.65732 -3.76367
C 0.92821 -5.91207 -0.47098
C -4.56844 -4.21483 -0.31000
O 1.85953 -0.26688 -0.57965
C -0.01024 -3.86749 0.51567
H 2.87339 3.84356 5.06964
Sb -1.27497 -1.42734 -0.86896
C -2.09512 1.63938 2.22085
H 3.66871 -2.49931 -1.27445
H -4.00841 2.38240 -2.25304
H 0.95528 -6.05426 -2.60203
H -6.55397 -3.78035 0.36311
H 0.73855 -5.45322 1.66440
H -0.47475 1.40891 5.30106
O 2.39470 -0.76108 3.85210
Cl -2.89337 0.33984 6.48190
C -5.39984 -2.01561 0.04281
N 1.34512 -0.49133 1.54774
H -0.31130 5.52520 -0.83386
H 3.04820 -4.18583 3.44930
H 2.38842 4.55747 -2.76342
H 1.39913 -6.87799 -0.22241
C 2.00937 -0.90221 0.50541
C 3.98368 -4.51130 1.52963
C 4.96280 2.64265 2.64356
H 2.60712 5.44621 -0.27953
C 0.49848 5.55635 -0.11023
H 0.68442 4.20464 -2.25961
```

Output
Multiplicity: 4
Net charge: 0
M in g mol⁻¹: 1138.8
DFT total energy in a.u.: -4656.18485
Orbital gap (spin up / spin down) in eV: 6.8 / 6.8

Mulliken atomic charge list, values in e, 99 entries: 0.44 0.34 0.65 1.45 -0.93 0.17 0.43 0.65 0.10 1.48 -0.23 0.98 0.46 -0.99 0.35 0.18 -0.63 0.37 0.73 0.38 0.31 0.36 0.46 -0.26 -0.44 0.43 -0.74 -1.00 0.45 -0.62 0.27 -0.08 -0.71 0.85 -0.63 0.49 0.22 0.38 0.67 0.21 -0.61 -0.46 -0.72 -0.62 -0.15 0.53 -0.58 0.52 0.38 0.35 0.06 -0.29 -0.58 -0.25 -0.71 -0.78 0.81 0.57 -0.55 -0.57 -0.08 0.28 -0.65 0.37 -0.33 0.55 0.40 0.90 -1.87 -0.56 -0.96 0.01 -0.86 0.12 -0.62 -0.80 -0.82 -0.84 -0.66 0.57 0.40 0.39 0.45 0.69 0.38 0.36 0.45 0.45 -0.72 -0.25 -0.69 0.12 0.42 0.48 0.39 0.35 0.84 -0.68 -0.94